DFT (ωB97M-V/def2-TZVPD) results for a structure of composition C22H42BI2N6NbO2PS in a non-equilibrium geometry.

## Properties
Strongest force on any atom, Eh/bohr: 0.1569
Total charge: -1
Orbital gap, eV: 5.2
Electronic energy, eV: -75074.431

```
78
Properties=species:S:1:pos:R:3:mulliken_charge:R:1
C 3.22124 -1.10731 0.60489 -0.6724
C 2.35600 -0.54349 -0.66905 -0.0193
I 3.18807 -1.37869 -2.52128 -0.0724
C 0.73483 -0.77021 -0.56329 -0.6520
I 0.14002 -2.83477 -0.13770 0.0454
Nb -0.16739 0.78379 0.87899 -0.6017
C -2.24874 0.09289 0.26104 -0.5038
C -3.25418 1.27453 -0.26210 0.1532
C -3.24328 1.55330 -1.87345 -0.5326
N -2.57408 0.49467 -2.71693 -0.4980
C -0.95431 2.35064 2.35184 -0.4480
C 0.10195 3.61147 2.61165 0.3396
O 1.43394 3.50944 2.57579 -0.4980
N -0.55980 4.95999 2.96309 0.0558
C 0.08255 5.58457 4.18366 -0.7711
C -0.57923 5.88901 1.76902 -0.6986
P -0.01016 2.53913 -0.98418 0.1542
S 1.72261 3.50277 -0.92838 -0.4161
B -0.07298 -0.68015 2.67648 0.4328
N -1.24887 -0.73739 3.63955 -0.6491
O 1.08626 -1.55472 2.97739 -0.5292
H 2.92524 -2.18038 0.97221 0.1593
H 4.37940 -1.17256 0.32369 0.2439
H 3.07515 -0.37808 1.53853 0.1853
H 2.52104 0.63715 -0.72046 0.1394
H 0.27533 -0.50245 -1.62864 0.4395
H 1.56530 1.23157 1.30882 0.1916
H -2.15685 -0.83273 -0.47732 0.1740
H -2.75367 -0.35819 1.24454 0.2449
H -4.35942 0.91228 0.00679 0.3502
H -3.12662 2.31222 0.27271 -0.1153
H -2.73452 2.61010 -2.05378 0.0807
H -4.38336 1.68001 -2.20391 0.3627
H -3.14205 -0.37446 -2.81892 0.2492
H -1.58622 0.30642 -2.43970 0.0866
H -1.96934 2.85461 2.03782 0.2472
H -1.15052 1.89413 3.43735 0.1513
H 0.40984 4.74295 4.94015 0.2899
H -0.75186 6.21788 4.74199 0.2862
H 0.94332 6.34146 3.91518 0.2704
H 0.40286 5.85847 1.13286 0.3007
H -0.90665 6.98485 2.08953 0.3233
H -1.45101 5.51054 1.04710 0.1181
H -0.13267 1.99033 -2.32287 0.1206
H -1.05560 3.51876 -0.72822 -0.0498
H -0.91035 -0.19339 4.48976 0.2285
H -1.45297 -1.71428 3.95678 0.2146
H 0.71926 -2.50203 2.95416 0.2257
N -6.17524 3.99817 -6.34791 0.0266
C -6.15540 4.82444 -5.25456 -0.5461
C -5.19496 4.35725 -4.38536 -0.3948
C -4.61094 3.21233 -4.97808 -0.0769
C -5.23309 3.01517 -6.19051 -0.7899
H -6.78844 4.09858 -7.14637 0.1919
H -6.82569 5.67090 -5.18809 0.3605
H -4.94146 4.79458 -3.42838 0.3898
H -3.82107 2.59819 -4.56524 0.4557
H -5.08731 2.26078 -6.95209 0.3643
N -0.46310 -6.66594 0.59460 0.0821
C -1.19854 -7.67571 0.03067 -0.4918
C -0.87306 -8.84934 0.67322 -0.4063
C 0.08817 -8.53531 1.66351 -0.5174
C 0.32061 -7.17989 1.59478 -0.3245
H -0.49447 -5.69356 0.31688 0.1073
H -1.88748 -7.47351 -0.77846 0.3390
H -1.28446 -9.82593 0.45334 0.3753
H 0.55955 -9.22369 2.35302 0.3643
H 0.97584 -6.53905 2.16956 0.3523
N 6.69735 -3.11104 -0.21044 0.0697
C 6.85763 -3.04589 1.14920 -0.3170
C 8.16832 -3.35345 1.43849 -0.5306
C 8.82300 -3.60726 0.20957 -0.3676
C 7.89192 -3.44760 -0.79219 -0.5091
H 5.83312 -2.93707 -0.70690 0.1832
H 6.02716 -2.78851 1.79285 0.3660
H 8.60598 -3.38980 2.42766 0.3721
H 9.86196 -3.87679 0.07029 0.3717
H 7.97663 -3.54569 -1.86623 0.3625
```